Model A:
96
Properties=species:S:1:pos:R:3:mulliken_charge:R:1 method="wB97M-V/def2-TZVPD" total_charge=0 gap_ev=10.16
C 21.9781 -16.2970 1.8920 -0.835
C 22.2582 -17.2401 0.7341 -1.137
C 21.1913 -17.0473 -0.3627 0.384
C 19.8336 -17.4086 0.0674 0.431
N 18.7850 -17.7300 0.4044 -0.621
H 21.0162 -16.5590 2.3433 0.588
H 21.9034 -15.2621 1.5519 0.394
H 22.6888 -16.3380 2.7186 -0.104
H 22.2512 -18.2620 1.1110 0.351
H 23.1967 -16.9859 0.2398 0.382
H 21.4164 -17.6716 -1.2299 0.561
H 21.2461 -16.0126 -0.6980 -0.589
C 24.9203 -14.3088 2.8960 -1.199
C 23.8014 -15.1125 3.5502 -0.488
C 22.3837 -14.6898 3.1791 0.518
C 22.0681 -13.3240 3.6137 0.130
N 21.8160 -12.2536 3.9321 -0.581
H 25.0121 -13.3600 3.4262 0.317
H 24.6767 -14.1450 1.8444 0.263
H 25.8991 -14.7844 2.9291 0.409
H 23.9282 -15.1217 4.6391 0.479
H 23.9201 -16.1879 3.3784 0.546
H 21.6314 -15.3671 3.5815 0.388
H 22.3051 -14.7421 2.0910 -0.492
C 19.8753 -14.3517 -2.4782 -1.660
C 21.3129 -13.9770 -2.9060 -1.125
C 21.5207 -12.4736 -2.9791 -0.391
C 20.6442 -11.7071 -3.8603 0.341
N 19.9128 -11.1537 -4.5446 -0.504
H 19.6371 -15.4077 -2.5943 0.778
H 19.1323 -13.7474 -2.9988 1.321
H 19.8186 -14.1258 -1.4093 -0.245
H 21.5408 -14.4312 -3.8723 0.578
H 22.0024 -14.3998 -2.1759 0.202
H 22.5201 -12.2474 -3.3736 0.500
H 21.5740 -12.0602 -1.9691 0.207
C 14.9455 -10.5703 -0.9714 -0.454
C 14.8684 -9.4310 0.0648 -0.429
C 15.5735 -8.1230 -0.2916 -0.519
C 16.9704 -8.3325 -0.6689 0.243
N 18.0672 -8.4644 -0.9767 -0.368
H 14.2980 -10.2808 -1.8022 0.483
H 14.6786 -11.5219 -0.5215 0.030
H 15.9330 -10.6638 -1.4271 -0.135
H 15.2617 -9.8090 1.0116 0.219
H 13.8184 -9.1550 0.1821 0.437
H 15.4470 -7.4627 0.5647 0.336
H 15.0112 -7.6846 -1.1199 0.271
C 18.7868 -11.5464 -1.6939 1.246
C 18.5893 -11.7988 -0.1956 0.583
C 19.8816 -11.8329 0.6137 -1.402
C 20.6497 -13.0361 0.2848 0.118
N 21.2680 -13.9688 0.0193 -0.338
H 19.4384 -12.3142 -2.1233 -2.258
H 19.2299 -10.5738 -1.9067 0.436
H 17.8372 -11.6135 -2.2247 -0.136
H 18.0514 -12.7494 -0.1448 -0.134
H 17.8782 -11.0569 0.1649 0.318
H 19.6783 -11.8015 1.6838 0.598
H 20.4092 -10.9145 0.3491 0.347
C 18.1675 -15.2474 -1.5146 0.612
C 17.4318 -16.1161 -2.5214 -0.775
C 16.0062 -15.6210 -2.7946 -0.568
C 15.8807 -14.3649 -3.5045 0.372
N 15.7439 -13.3524 -4.0297 -0.537
H 17.7403 -15.2663 -0.5129 0.652
H 18.3865 -14.2232 -1.8228 0.079
H 19.1953 -15.6267 -1.4872 -0.851
H 17.3473 -17.1288 -2.1302 0.438
H 17.9940 -16.1214 -3.4558 0.327
H 15.4675 -15.5685 -1.8404 0.171
H 15.3771 -16.3675 -3.2919 0.457
C 12.8835 -13.0331 2.5520 -1.181
C 13.6993 -14.3148 2.7004 -0.543
C 15.0317 -14.2484 1.9740 -0.047
C 15.8313 -13.0434 2.2361 0.258
N 16.4457 -12.0969 2.4437 -0.522
H 11.8699 -13.1598 2.9433 0.387
H 12.8052 -12.6940 1.5196 0.263
H 13.2522 -12.2372 3.2050 0.342
H 13.0650 -15.0865 2.2600 0.316
H 13.8326 -14.5560 3.7549 0.314
H 14.8536 -14.2903 0.8977 0.071
H 15.6299 -15.1052 2.2908 0.386
C 17.7326 -7.1397 -5.6936 -1.255
C 17.9744 -8.0956 -4.5297 -0.064
C 19.3927 -7.9376 -3.9680 0.223
C 19.6660 -6.6577 -3.3574 0.161
N 19.7685 -5.7027 -2.7277 -0.516
H 18.6372 -6.8243 -6.2193 0.296
H 17.2580 -6.2076 -5.3754 0.328
H 17.0466 -7.5365 -6.4452 0.367
H 17.7935 -9.1234 -4.8299 0.357
H 17.2815 -7.7660 -3.7537 0.007
H 20.1243 -8.2405 -4.7205 0.496
H 19.5600 -8.6930 -3.1924 -0.409

Model B:
96
Properties=species:S:1:pos:R:3:mulliken_charge:R:1 method="wB97M-V/def2-TZVPD" total_charge=0 gap_ev=11.66
C 9.2411 -19.4367 10.3200 -1.011
C 8.3781 -18.3584 9.6696 -0.360
C 6.8970 -18.5206 10.1269 -0.586
C 6.1454 -17.5077 9.4619 0.231
N 5.6480 -16.6731 8.8709 -0.423
H 8.9457 -19.6409 11.3557 0.353
H 10.3417 -19.2356 10.2405 0.315
H 8.9522 -20.3478 9.7313 0.138
H 8.5357 -18.3639 8.5972 0.373
H 8.5978 -17.3279 10.0550 0.314
H 6.8777 -18.4602 11.2108 0.312
H 6.4775 -19.5450 9.9338 0.311
C 17.0743 -24.7562 0.5161 -1.251
C 17.5018 -23.9763 1.7024 -0.246
C 16.4416 -24.2373 2.7563 -0.159
C 16.8010 -23.4911 3.9881 0.113
N 17.1061 -22.8924 4.9199 -0.494
H 17.1044 -25.8270 0.7612 0.326
H 17.7406 -24.5505 -0.3283 0.350
H 16.0631 -24.5483 0.1496 0.324
H 17.5102 -22.9027 1.4081 0.305
H 18.5064 -24.2772 1.9965 0.305
H 16.5347 -25.2652 3.1381 0.203
H 15.3870 -24.0928 2.4780 0.199
C 2.6942 -15.3763 7.2724 -1.058
C 2.9101 -16.5236 6.2549 -0.524
C 4.3780 -16.7815 5.7928 0.010
C 4.5331 -18.0509 5.1118 0.255
N 4.5534 -19.0960 4.5894 -0.483
H 3.3348 -15.7061 8.0942 0.244
H 1.6039 -15.1954 7.4998 0.308
H 3.2118 -14.4645 6.9960 0.321
H 2.2987 -16.2953 5.4283 0.380
H 2.5069 -17.4099 6.7348 0.315
H 5.0070 -16.8519 6.6847 -0.082
H 4.6949 -16.0112 5.1094 0.322
C 8.3484 -20.0115 1.6944 -0.881
C 9.4952 -19.5964 0.8219 -0.553
C 10.9206 -20.0724 1.2483 -0.249
C 11.2288 -21.4542 0.9041 0.208
N 11.5917 -22.5095 0.6639 -0.446
H 8.4566 -19.6550 2.7016 0.322
H 8.2852 -21.1526 1.6813 0.155
H 7.4368 -19.5152 1.3313 0.340
H 9.5108 -18.5182 0.7051 0.348
H 9.4252 -20.0119 -0.2047 0.299
H 11.1303 -19.9309 2.3360 0.145
H 11.7006 -19.4804 0.7116 0.294
C 3.6494 -24.0508 5.2284 -1.044
C 3.8305 -23.7148 3.7080 -0.558
C 5.0514 -22.8256 3.4336 -0.040
C 6.2778 -23.5199 3.8871 0.187
N 7.2055 -24.1298 4.2227 -0.499
H 2.7940 -24.7128 5.3725 0.325
H 3.5231 -23.1837 5.8974 0.287
H 4.5913 -24.5950 5.5867 0.279
H 2.9964 -23.1167 3.3784 0.332
H 3.8198 -24.6635 3.1525 0.314
H 4.9297 -21.8569 3.9652 0.129
H 5.0860 -22.6105 2.3986 0.347
C 8.7174 -25.6258 1.8755 -1.452
C 9.7929 -25.4073 2.9199 0.061
C 11.1132 -25.7229 2.2959 -0.487
C 12.2859 -25.2683 3.0720 0.143
N 13.1402 -24.7868 3.6744 -0.501
H 8.8008 -25.0319 1.0016 0.371
H 7.7493 -25.3840 2.2986 0.248
H 8.6842 -26.6377 1.4809 0.418
H 9.6528 -25.9057 3.8689 0.402
H 9.7862 -24.2980 3.0258 0.084
H 11.1754 -25.3254 1.2802 0.333
H 11.2329 -26.8420 2.1419 0.418
C 13.0683 -22.7575 10.3300 -0.853
C 14.4567 -22.3991 9.6613 -0.445
C 15.6488 -22.5791 10.5704 -0.448
C 15.3815 -22.0299 11.9105 0.169
N 15.2662 -21.5680 12.9164 -0.386
H 13.1457 -23.7335 10.7763 0.360
H 12.2894 -22.8002 9.5189 -0.053
H 12.7990 -22.0643 11.0756 0.423
H 14.3787 -21.3487 9.3783 0.269
H 14.5872 -22.9488 8.7299 0.378
H 16.5344 -22.0826 10.1924 0.318
H 15.9138 -23.6659 10.7207 0.265
C 9.7964 -23.0433 7.2555 -1.304
C 11.0421 -23.4860 6.4897 -0.225
C 12.0397 -22.3601 6.2385 0.511
C 11.3435 -21.1545 5.6784 0.050
N 10.8540 -20.2312 5.2014 -0.555
H 9.9466 -22.7227 8.3105 0.207
H 9.2562 -23.9679 7.2938 0.408
H 9.1832 -22.3824 6.6648 0.395
H 10.6258 -23.8143 5.5531 -0.010
H 11.6035 -24.2484 7.0054 0.496
H 12.8231 -22.7341 5.5478 0.204
H 12.4448 -22.0563 7.1678 -0.203

Short version: model B is the most stable of them.

Model A:
12
Properties=species:S:1:pos:R:3:nbo_charge:R:1 method="wB97M-V/def2-TZVPD" total_charge=0 gap_ev=10.77
C -0.7832 -0.9338 0.6364 -0.663
C -0.1720 0.0660 -0.2549 -0.005
C -0.7635 0.8641 -1.1152 -0.393
C 1.2943 0.3370 0.1704 -0.387
H -0.8531 -1.9283 0.1732 0.234
H -0.2904 -1.0218 1.6056 0.226
H -1.8107 -0.6970 0.8949 0.220
H -0.2142 1.7074 -1.5548 0.199
H -1.8017 0.7439 -1.3866 0.206
H 1.7227 0.9761 -0.6391 0.217
H 1.3245 1.0576 1.0855 0.228
Cl 2.3472 -1.1712 0.3846 -0.082

Model B:
12
Properties=species:S:1:pos:R:3:nbo_charge:R:1 method="wB97M-V/def2-TZVPD" total_charge=0 gap_ev=10.30
C -0.1356 1.8955 1.3913 -0.660
C 0.8607 1.4761 0.3716 -0.125
C 1.0131 0.2105 -0.1108 -0.267
C 0.2922 -0.8583 0.3330 -0.362
H -0.4181 0.8111 1.7624 0.211
H -0.8320 2.6416 1.0301 0.237
H 0.4715 2.4394 2.2668 0.219
H 1.3356 2.2561 -0.1878 0.196
H 1.7537 0.0124 -0.9268 0.222
H 0.9935 -1.7968 0.4640 0.225
H -0.2356 -0.7954 1.2784 0.217
Cl -0.8971 -1.2889 -1.0352 -0.113

Short version: model A is the most stable of them.

Model A:
45
Properties=species:S:1:pos:R:3:nbo_charge:R:1 method="wB97M-V/def2-TZVPD" total_charge=0 gap_ev=8.40
C -0.8576 0.0477 2.2483 -0.703
C -1.1235 0.9189 1.0491 0.227
N -0.2487 1.6179 0.4380 -0.210
N 1.0471 1.5846 0.7831 -0.461
C 1.9801 2.3418 0.1234 0.676
O 1.7034 3.1639 -0.7138 -0.583
C 3.4031 2.0140 0.5522 -0.494
C 4.1307 1.2685 -0.5761 -0.389
H 5.0737 0.8740 -0.1910 0.202
H 4.3563 1.9671 -1.3819 0.226
C 3.2819 0.1351 -1.1603 -0.222
N 2.8054 -0.7447 -0.1185 -0.642
C 1.6279 -1.4667 -0.1818 0.271
C 0.5691 -1.1358 -1.0274 -0.323
C -0.6295 -1.8324 -0.9921 0.032
C -0.7832 -2.8819 -0.0956 -0.273
C 0.2594 -3.2245 0.7496 -0.190
C 1.4513 -2.5297 0.7112 -0.304
H 2.2605 -2.8044 1.3747 0.202
H 0.1428 -4.0423 1.4465 0.214
H -1.7122 -3.4311 -0.0616 0.210
C -1.7289 -1.4602 -1.9397 -0.637
H -1.7688 -0.3822 -2.0809 0.226
H -1.5514 -1.9212 -2.9120 0.223
H -2.6941 -1.8019 -1.5739 0.219
H 0.6582 -0.3191 -1.7263 0.218
H 3.5477 -1.2219 0.3751 0.376
H 3.8750 -0.4104 -1.9105 0.189
H 2.4252 0.5751 -1.6690 0.211
H 3.9265 2.9489 0.7553 0.239
H 3.4015 1.4083 1.4586 0.204
H 1.3696 0.8975 1.4616 0.384
C -2.4786 0.9784 0.4948 -0.033
C -2.8554 2.0351 -0.3379 -0.231
C -4.1331 2.0450 -0.8665 0.035
N -5.0308 1.1007 -0.6307 -0.418
C -4.6734 0.0949 0.1480 0.033
C -3.4239 -0.0191 0.7348 -0.255
H -3.1908 -0.8809 1.3398 0.219
H -5.4312 -0.6616 0.3089 0.190
H -4.4629 2.8482 -1.5125 0.194
H -2.1464 2.8172 -0.5535 0.246
H -0.5041 -0.9352 1.9349 0.253
H -0.1037 0.5004 2.8927 0.218
H -1.7643 -0.0759 2.8329 0.234

Model B:
45
Properties=species:S:1:pos:R:3:nbo_charge:R:1 method="wB97M-V/def2-TZVPD" total_charge=0 gap_ev=8.55
O -1.3182 -3.1150 0.7845 -0.543
N -2.4795 4.5224 -0.1978 -0.441
N 0.8893 2.2144 -0.8174 -0.508
C -0.9985 -2.5199 -0.2300 0.601
C -1.3334 3.9549 -0.4411 0.202
C -0.1996 1.7684 -0.2367 0.622
C -3.2702 3.5436 0.3383 -0.086
C -2.6033 2.3508 0.4104 -0.104
C 4.4733 1.3562 -1.0537 -0.206
C 4.4039 -0.0476 -0.9874 -0.221
C 3.2847 2.0721 -1.0574 -0.208
C 3.1376 -0.6936 -0.8725 -0.206
C 2.0306 1.4140 -0.9525 0.134
C 1.9145 0.0117 -0.8528 -0.051
N -1.3298 2.5937 -0.0808 -0.402
N -0.2034 0.4257 0.1825 -0.478
C -2.0661 -2.1304 -1.2403 -0.724
C 2.3253 0.8882 4.3640 -0.596
C 0.4301 -1.9847 -0.2816 -0.526
C -0.3441 0.2229 1.6484 -0.222
C 0.4783 -0.5502 -0.7279 -0.032
C 0.9143 0.6643 3.8574 -0.400
C 0.9763 0.5749 2.3458 -0.411
H -0.4664 4.4595 -0.8820 0.229
H -4.3181 3.7335 0.6117 0.213
H -3.0065 1.4198 0.8292 0.232
H 5.4531 1.8897 -1.1071 0.221
H 5.3018 -0.6293 -1.1191 0.216
H 3.2695 3.1249 -1.1956 0.224
H 3.1138 -1.7572 -0.8402 0.203
H -2.8830 -2.8797 -1.2509 0.248
H -2.5008 -1.1976 -0.9228 0.251
H -1.5846 -2.0934 -2.2544 0.219
H 2.7134 1.8443 4.0484 0.203
H 3.0571 0.1068 4.0504 0.202
H 2.3217 0.8744 5.4400 0.208
H 0.9873 -2.6538 -0.9590 0.250
H 0.9472 -2.0453 0.6764 0.242
H -0.6174 -0.8098 1.8388 0.218
H -1.1179 0.8170 2.1178 0.210
H 0.0773 -0.4591 -1.7331 0.214
H 0.3185 1.4972 4.1889 0.201
H 0.5413 -0.2944 4.2839 0.197
H 1.4054 1.5466 1.9913 0.208
H 1.6884 -0.2178 2.0990 0.198

Short version: model A is the most stable of them.

Model A:
21
Properties=species:S:1:pos:R:3:mulliken_spin:R:1 method="wB97M-V/def2-TZVPD" multiplicity=2 total_charge=0 gap_ev="9.25 / 9.26"
C -0.1882 2.3917 -0.8796 0.003
C 1.3175 2.5202 -0.6793 -0.001
C 1.7905 2.0446 0.6905 0.000
O 0.6867 1.3040 1.1715 0.001
C -0.9952 -1.7130 0.6382 0.780
C -1.5512 -1.8179 -0.6971 -0.016
O -1.5363 -3.2734 -1.0095 0.011
O 0.2356 -2.2490 0.7662 0.013
O 0.5972 -3.1572 1.8299 0.088
O 2.1560 2.6018 -1.5586 0.000
H -0.6654 1.8855 -0.0321 -0.001
H -0.7945 3.2750 -1.0185 0.000
H -0.3297 1.7632 -1.7710 -0.001
H 2.6482 1.3728 0.5347 0.000
H 2.1286 2.8838 1.3106 0.000
H 0.7656 0.9839 2.0995 0.001
H -1.0231 -0.7003 1.0780 0.045
H -2.5414 -1.3574 -0.8272 0.010
H -0.7747 -1.3626 -1.3507 0.062
H -2.0528 -3.4419 -1.8135 0.005
H 0.1267 -3.9538 1.5181 -0.001

Model B:
21
Properties=species:S:1:pos:R:3:mulliken_spin:R:1 method="wB97M-V/def2-TZVPD" multiplicity=2 total_charge=0 gap_ev="9.51 / 8.49"
C -1.4204 -1.3649 0.4907 0.014
C -1.2613 -0.4582 -0.7537 -0.058
C -1.9769 0.9344 -0.5478 0.011
O -1.6927 1.4338 0.7674 0.000
C 0.7019 0.2067 0.0571 0.636
C 1.7428 -0.9082 0.0436 0.022
O 3.0964 -0.4069 0.3452 0.016
O 0.9322 1.2123 -0.7411 -0.083
O 1.9481 2.2354 -0.2272 0.239
O -0.7818 -0.8148 -1.8427 0.219
H -1.1810 -0.7889 1.3999 -0.004
H -2.4796 -1.7611 0.5861 0.003
H -0.7429 -2.2241 0.3949 -0.002
H -1.5754 1.6205 -1.3029 -0.003
H -3.0917 0.8423 -0.6819 -0.003
H -2.1775 2.2784 0.8992 0.000
H 0.3555 0.4877 1.0894 -0.005
H 1.4465 -1.6398 0.7979 0.001
H 1.7005 -1.3464 -0.9550 0.005
H 3.7109 -1.1885 0.3380 0.003
H 2.7465 1.6505 -0.1572 -0.011

Short version: model B is the most stable of them.

Model A:
11
Properties=species:S:1:pos:R:3:nbo_charge:R:1 method="wB97M-V/def2-TZVPD" total_charge=0 gap_ev=10.35
C -0.5891 -0.3799 0.0009 0.438
C 0.6171 0.5618 0.0637 -0.404
C 1.9156 0.3306 -0.0074 0.404
H -1.7447 1.2421 0.2974 0.376
H -2.6405 -0.1097 -0.1063 0.380
H -1.2655 -2.1233 0.1473 0.337
H 0.3823 1.6342 -0.0440 0.220
N -1.7741 0.3899 -0.2164 -0.824
N -0.4243 -1.6182 0.0015 -0.681
F 2.8185 1.2432 -0.0549 -0.291
Cl 2.7046 -1.1707 -0.0819 0.044

Model B:
11
Properties=species:S:1:pos:R:3:nbo_charge:R:1 method="wB97M-V/def2-TZVPD" total_charge=0 gap_ev=8.95
C 0.1578 -0.5168 0.1920 -0.059
C -1.2344 -0.1618 0.0394 -0.160
C -1.7314 1.0802 -0.0738 0.245
H 2.4951 -1.1479 0.1036 0.345
H 3.0997 0.3574 -0.4115 0.380
H 0.2897 -1.5632 0.4356 0.169
H -1.1055 1.9487 -0.1500 0.183
N 2.3276 -0.1403 0.0044 -0.619
N 1.0860 0.2957 -0.1221 -0.183
F -3.0014 1.3145 0.0621 -0.302
Cl -2.3831 -1.4665 -0.0797 0.000

Short version: model A is the most stable of them.

Model A:
10
Properties=species:S:1:pos:R:3:mulliken_spin:R:1 method="wB97M-V/def2-TZVPD" multiplicity=3 total_charge=0 gap_ev="8.50 / 8.53"
C 2.2573 -0.6350 0.2251 -0.005
C 0.6497 -0.1465 0.4102 0.127
N 3.3426 -0.6845 -0.2139 0.004
N 0.8041 1.1520 -0.2034 0.032
N -0.7353 -2.0160 -0.1848 0.982
N -0.7682 -0.8522 0.1697 0.793
H 0.6024 0.0895 1.5278 0.017
H 0.1321 1.7506 0.1106 -0.007
H -1.6522 -2.3817 -0.5383 0.060
H 0.8118 1.1483 -1.1648 -0.003

Model B:
10
Properties=species:S:1:pos:R:3:mulliken_spin:R:1 method="wB97M-V/def2-TZVPD" multiplicity=3 total_charge=0 gap_ev="7.26 / 7.33"
C 0.4777 -1.5894 0.0165 -0.123
C -0.1382 0.9881 0.6894 0.750
N 0.8173 -1.0518 -1.1366 0.506
N -0.6171 -0.8160 0.2863 0.647
N -0.2774 -0.2162 -1.0472 0.101
N -0.1163 1.1590 -0.7017 0.126
H 0.8367 -2.4616 0.5244 -0.008
H -0.9043 1.4636 1.2872 0.000
H 0.8156 0.8394 1.1751 0.009
H -0.8941 1.6849 -1.0937 -0.008

Short version: model A is the most stable of them.